Model w:
55
Properties=species:S:1:pos:R:3 method="wB97M-V/def2-TZVPD" homo_ev=-8.00 multiplicity=1 gap_ev=7.340
C -0.32087 -4.68062 -1.59841
H -0.96178 -5.06807 -0.96097
H 0.71480 -4.43623 -1.29651
C -0.93829 -3.37405 -2.30167
C -2.29890 -3.53640 -2.97596
C -2.92080 -2.44546 -3.43249
H -3.94922 -2.70469 -3.83545
C -1.78069 -1.82926 -4.57662
N -0.50944 -1.55687 -3.91034
C -0.07403 -0.39465 -3.73374
O 1.18272 -0.44218 -3.04399
C -0.54646 0.85734 -4.21384
H -0.02238 1.78934 -4.37728
H -1.09608 0.56804 -5.24301
C -1.75041 1.39152 -3.34206
N -1.32650 1.61330 -1.86847
S -1.98983 0.92317 -0.63400
O -2.92438 1.63002 0.07926
O -2.09001 -0.55011 -1.17291
C -0.40853 0.73453 0.49222
C -0.42567 1.33529 1.70327
C 0.64571 1.09327 2.72264
C 1.90194 0.62630 2.09117
C 1.88987 0.19058 0.87057
C 1.08371 0.39263 -0.21866
H 0.88079 0.00507 -1.19562
H 2.72242 0.07439 0.32161
N 3.05806 0.59977 2.84747
C 2.82526 1.09880 4.34965
O 3.77727 1.04239 4.94952
N 1.77080 1.53142 4.63424
C 0.56783 1.78312 3.89473
O -0.51023 2.05603 4.41114
C 1.51070 2.12993 6.07175
H 0.79283 1.48135 6.61264
H 2.66281 1.71222 6.49335
H 1.37155 3.16038 5.97597
C 4.07837 0.03862 2.56195
H 4.60472 0.80183 1.62165
H 5.00191 0.17562 3.39574
H 3.95744 -0.89326 2.12031
H -1.46443 1.47644 2.32963
H -1.15957 2.67631 -1.72775
H -2.45003 2.24281 -3.66107
H -2.40335 0.52666 -3.06075
C -0.09739 -2.79830 -3.45483
H 0.82782 -2.48071 -2.93759
H -0.00432 -3.50183 -4.19785
H -2.18282 -1.01002 -5.05778
H -1.63050 -2.66418 -5.19707
H -2.97605 -1.77795 -2.76671
H -2.87986 -4.15176 -2.17989
H -2.07510 -4.56059 -3.86322
H -1.23045 -2.65270 -1.48569
H -0.22683 -5.44831 -2.37931

---

Model x:
55
Properties=species:S:1:pos:R:3 method="wB97M-V/def2-TZVPD" homo_ev=-8.62 multiplicity=1 gap_ev=8.603
C 2.47573 -1.04561 -1.95550
H 3.61468 -0.84436 -2.16412
O 1.86827 0.04704 -1.46250
C 2.43630 0.15211 -0.02133
C 1.66486 1.03124 0.75751
N 0.24377 0.32247 1.17779
C -0.89091 0.20974 0.50196
N -1.70581 -0.68647 0.77676
N -1.22780 -1.08418 1.99019
C -0.05211 -0.40042 2.15926
S 0.78848 -0.72499 3.50623
C 1.84485 -2.32142 3.05999
C 1.32341 -2.89022 2.04461
O 1.47219 -2.95308 0.87646
N 0.07653 -3.61765 2.31482
C -0.74278 -3.52752 3.80393
H 0.01818 -2.97065 4.53324
C -1.06115 -4.94677 4.16344
H -1.70174 -4.94930 4.82116
O -1.94385 -5.59526 3.15014
C -1.10282 -5.70373 1.80651
C -0.97716 -4.29015 1.48847
H -0.35631 -4.27527 0.42746
H -1.86912 -3.63566 1.33579
H -1.82756 -6.27534 0.88898
H -0.26027 -6.17212 1.86208
H 0.01596 -5.46726 4.31611
H -1.71411 -2.97695 3.42898
H 2.79378 -1.88081 2.86584
H 1.96325 -2.64749 4.08952
C -1.11847 0.76161 -1.14372
H -1.96457 0.49966 -1.47472
H -0.34347 0.44633 -1.75958
O -0.79015 2.23078 -0.81512
C -0.91846 3.00829 -1.92652
C -1.39294 2.53445 -3.37287
C -1.14943 3.42943 -4.44051
C -1.23894 4.93130 -3.91670
C -0.86308 5.25675 -2.79184
C -0.92884 4.25934 -1.68257
H -0.63618 4.87457 -0.64214
O -0.81336 6.53643 -2.24010
C -0.64041 7.50943 -3.35332
H -1.54254 7.61601 -3.82291
H 0.11975 7.26311 -4.22264
H -0.43124 8.66020 -3.00642
H -1.04415 5.64109 -4.88207
H -1.35101 3.31296 -5.28686
H -1.37433 1.46143 -3.61723
H 1.12265 1.77833 0.26543
H 1.87588 1.28413 1.66566
H 3.39770 0.54017 -0.05488
H 2.45861 -0.79101 0.28552
H 2.08137 -1.03408 -2.90318
H 2.31888 -1.89061 -1.40446

---

Taking the most stable structure as the zero point, the relative energies in kJ/mol are model w 0.0; model x 318.7.

---

Model w:
12
Properties=species:S:1:pos:R:3 method="wB97M-V/def2-TZVPD" homo_ev=-9.67 multiplicity=1 gap_ev=10.059
H -3.04094 0.72933 -0.15516
N -2.62838 -0.15126 -0.16360
C -1.38267 -0.05537 -0.01484
N -0.61807 1.10349 0.13384
C 0.70599 0.73894 0.11035
N 1.80054 1.35321 -0.09734
H 1.73651 2.38785 -0.20508
N 0.71414 -0.63588 0.42071
O 1.71687 -1.38497 -0.18801
O -0.56427 -1.13217 0.03251
H -0.95568 1.96015 -0.31185
H 2.22180 -0.72851 -0.71230

---

Model x:
12
Properties=species:S:1:pos:R:3 method="wB97M-V/def2-TZVPD" homo_ev=-9.16 multiplicity=1 gap_ev=9.075 smiles="O/N=c1/[nH]cnn1O"
O 2.64905 -0.18548 -0.49129
N 1.59059 -1.00976 0.14456
C 0.38877 -0.61777 -0.06824
N -0.70557 -1.35486 0.13866
C -1.84017 -0.52037 -0.05723
N -1.54442 0.70115 -0.60071
N -0.00945 0.78477 -0.55220
O 0.36285 1.67128 0.58853
H 2.46069 0.75091 -0.07994
H -0.72415 -2.23935 0.81419
H -2.94824 -0.84159 -0.20325
H 0.32004 2.86107 0.36692

---

Taking the most stable structure as the zero point, the relative energies in kJ/mol are model w 0.0; model x 351.4.